Record 1
Molecular formula: C13H12N4O3
Method: DFT, ωB97M-V/def2-TZVPD

Geometry as ORCA input:
```
! wB97M-V def2-TZVPD RIJCOSX def2/J DEFGRID3
* xyz 0 1
O 1.42774 -0.79095 -4.14404
N -1.72891 -0.21109 -2.57999
N -2.07902 0.09254 -1.20517
O -0.47136 1.30153 4.86609
O -2.28430 2.44915 0.71147
C 0.21054 -0.90327 -3.93904
C -0.43897 -0.44796 -2.63390
C -0.92990 0.11943 -0.52805
C 2.07274 -1.30851 0.66279
C 2.38108 -0.31804 -0.19759
C -1.38142 1.82257 2.75193
C -0.03684 -0.09028 3.08277
C -0.64092 0.98818 3.55684
C -1.51748 1.48541 1.44759
C -0.92761 0.29695 0.94652
C -0.10259 -0.44285 1.77320
N -0.42091 -1.28103 -5.05303
N 0.17987 -0.18220 -1.37481
C 0.71016 -1.66074 1.32733
C 1.46736 0.49027 -1.10910
H -0.96422 2.13333 4.97263
H -2.38909 2.04095 -0.16139
H 2.98257 -1.93203 1.10332
H 3.48024 -0.33488 -0.39692
H -1.88068 2.76622 3.13961
H 0.52248 -0.71793 3.76429
H -1.37141 -1.53684 -4.98072
H 0.21153 -1.54535 -5.79361
H -0.01111 -2.08676 0.63637
H 0.83132 -2.41367 2.11628
H 1.15553 1.45004 -0.66952
H 1.94354 0.76779 -2.09219
*
```

Calculated values
E: -947.27918 hartree
F_max: 3.642 eV Å⁻¹
HOMO energy: -8.87 eV
ΔE to the lowest compared entry with this formula, charge and spin: 2.841 eV
Kohn-Sham gap: 9.12 eV

natural (NBO) population analysis, charges in e, atoms 1 to 2: O -0.6331; N -0.2606

=====

Record 2
Molecular formula: C12H16BN3O4
Method: DFT, ωB97M-V/def2-TZVPD

Geometry as ORCA input:
```
! wB97M-V def2-TZVPD RIJCOSX def2/J DEFGRID3
* xyz 0 1
O 1.69936 -1.05944 1.02231
O -2.41324 -1.23288 -0.82540
N 2.14599 0.91056 -2.99947
O -1.42677 1.29950 -1.46887
O -0.88139 2.96645 0.22966
B -1.58232 1.83012 -0.17631
C 1.39592 -1.34184 -0.10629
C -1.75409 -1.26607 0.19511
C 3.33121 0.44012 -3.32722
C 1.58939 0.33894 -1.94249
C 3.94044 -0.63013 -2.73199
C 3.35754 -1.22383 -1.63339
C 2.13265 -0.74005 -1.24930
N 0.39268 -2.20786 -0.43107
N -1.77675 -0.26752 1.14288
C -0.77642 -2.39509 0.38954
C -0.85540 -0.21970 2.31872
C -1.21827 1.12032 3.03312
C -2.41482 1.74195 2.24799
C -2.40787 1.03920 0.88338
H -1.84723 0.39949 -1.44932
H -0.52073 3.25408 -0.62188
H 3.87295 1.00669 -4.08623
H 0.56638 0.67877 -1.75809
H 4.94572 -0.92573 -3.00576
H 3.79558 -2.07826 -1.10392
H 0.20787 -2.35195 -1.42071
H -1.26896 -3.34378 0.12437
H -0.44644 -2.44889 1.42569
H -1.02205 -1.12957 2.88817
H 0.16956 -0.23176 1.94796
H -1.47022 0.99258 4.13276
H -0.36103 1.77553 2.99814
H -2.31489 2.82732 2.08741
H -3.36342 1.54321 2.76611
H -3.42093 0.92955 0.50437
*
```

Calculated values
E: -957.08437 hartree
F_max: 2.224 eV Å⁻¹
HOMO energy: -9.25 eV
ΔE to the lowest compared entry with this formula, charge and spin: 0.036 eV
Kohn-Sham gap: 9.90 eV

natural (NBO) population analysis, charges in e, atoms 1 to 2: O -0.5995; O -0.6671

=====

Record 3
Molecular formula: C38H33BN8TeW
Method: DFT, ωB97M-V/def2-TZVPD

Geometry as ORCA input:
```
! wB97M-V def2-TZVPD RIJCOSX def2/J DEFGRID3
* xyz 3 4
W -0.30636 -0.58326 -0.34096
C 1.72928 -2.22835 2.93412
C 0.88930 -1.29753 2.39982
N 0.85966 -1.44438 1.03193
N 1.56543 -2.53874 0.69719
C 2.19069 -3.01456 1.79972
B 1.39586 -3.22354 -0.78577
N -0.15928 -3.61234 -0.80408
C -0.88576 -4.77533 -0.72052
C -2.26024 -4.42943 -0.62761
C -2.34988 -3.01356 -0.50537
N -1.05976 -2.51630 -0.69817
N 1.61295 -2.14253 -1.81127
C 2.31160 -2.18449 -2.96728
C 1.65662 -1.41100 -3.98449
C 0.75624 -0.62675 -3.28470
N 0.71388 -1.01887 -1.96256
N 2.32034 -4.38852 -0.86263
C 3.69156 -4.48964 -0.78822
C 4.15302 -5.54306 -1.58170
C 2.93010 -6.11558 -2.09366
N 1.86266 -5.48681 -1.60413
H 1.97994 -2.25964 3.97620
H 0.39152 -0.45612 2.86178
H 2.75414 -3.93345 1.78138
H -0.42900 -5.72332 -0.69298
H -3.11667 -5.08983 -0.58067
H -3.20008 -2.36437 -0.52739
H 3.09914 -2.93222 -3.04718
H 1.97294 -1.29384 -5.01188
H 0.12314 0.19672 -3.65118
H 4.27940 -3.70603 -0.31186
H 5.24417 -5.87110 -1.70228
H 2.80112 -7.00342 -2.74816
C -2.68517 -0.41794 5.18531
C -3.01067 0.91234 4.83142
C -2.98409 1.31008 3.48854
C -2.64567 0.35253 2.50021
C -2.30839 -0.92858 2.87322
C -2.33890 -1.34278 4.19670
C -2.62148 0.82821 1.13297
C -2.10883 0.19737 -0.02610
C -2.97054 0.50353 -1.23890
C -2.54495 1.16327 -2.41082
C -3.47538 1.67201 -3.34221
C -4.80300 1.33759 -3.23867
C -5.24845 0.55286 -2.18309
C -4.36334 0.20986 -1.13713
H -2.63525 -0.71395 6.22378
H -3.22807 1.65340 5.57102
H -3.34667 2.31168 3.19548
H -1.89780 -1.61091 2.12660
H -1.99721 -2.36614 4.47947
H -3.12697 1.77640 0.97105
H -1.47068 1.42422 -2.58108
H -3.16881 2.35398 -4.11810
H -5.46985 1.62039 -4.01428
H -6.23449 0.13611 -2.18941
H -4.76788 -0.27081 -0.25737
Te 0.86017 1.85924 -0.21528
C 2.93544 2.68558 0.04641
C 3.29516 2.93955 1.40854
C 4.59031 3.31026 1.72348
C 5.54348 3.41867 0.71177
C 5.14473 3.19894 -0.60914
C 3.86416 2.78130 -0.96308
C -0.03667 3.79292 0.11922
C 0.33920 4.75640 -0.83010
C -0.25130 6.01918 -0.78565
C -1.18620 6.25078 0.16897
C -1.62853 5.23452 1.08077
C -0.95772 4.06933 1.13501
H 2.45420 2.79324 2.12870
H 4.82557 3.57480 2.73312
H 6.63783 3.57139 0.91645
H 5.78941 3.44090 -1.41020
H 3.62267 2.68422 -2.04611
H 1.08638 4.60850 -1.63746
H 0.11475 6.77087 -1.46811
H -1.63142 7.23708 0.26951
H -2.43338 5.46868 1.73312
H -1.04336 3.39008 1.96598
*
```

Calculated values
E: -2264.76338 hartree
F_max: 4.206 eV Å⁻¹
HOMO energy (alpha / beta): -15.32 / -15.88 eV
<S²>: 3.84
ΔE to the lowest compared entry with this formula, charge and spin: 3.979 eV
Kohn-Sham gap (alpha / beta): 5.87 / 3.47 eV

Mulliken population analysis, charges in e, atoms 1 to 2: W 0.2135; C -1.5029

=====

Record 4
Molecular formula: C5H14N2
Method: DFT, ωB97M-V/def2-TZVPD

Geometry as ORCA input:
```
! wB97M-V def2-TZVPD RIJCOSX def2/J DEFGRID3
* xyz 0 1
C 0.31585 2.00810 -0.37480
C -0.93765 2.81885 -0.11948
N -2.11407 1.99043 -0.40848
H 0.27685 1.56386 -1.37250
H 1.21517 2.62053 -0.34029
H 0.39399 1.19343 0.33739
H -0.93082 3.19003 0.91654
H -0.96536 3.70520 -0.75759
H -2.00147 1.10822 0.07973
H -2.96035 2.41918 -0.05502
C 2.40092 -1.24595 0.50544
C 1.29094 -2.21409 0.14838
C -1.03293 -2.23448 -0.02283
N -0.01554 -1.55015 0.24850
H 3.37350 -1.73383 0.46862
H 2.39973 -0.40109 -0.18568
H 2.26771 -0.86148 1.51775
H 1.30693 -3.07380 0.82157
H 1.42423 -2.56662 -0.87616
H -1.02093 -3.28837 -0.31816
H -2.00868 -1.75149 0.03982
*
```

Calculated values
E: -308.37423 hartree
F_max: 0.424 eV Å⁻¹
HOMO energy: -9.06 eV
ΔE to the lowest compared entry with this formula, charge and spin: 1.329 eV
Kohn-Sham gap: 10.21 eV

natural (NBO) population analysis, charges in e, atoms 1 to 2: C -0.6239; C -0.2109

=====

Record 5
Molecular formula: C3H5N2
Method: DFT, ωB97M-V/def2-TZVPD

Geometry as ORCA input:
```
! wB97M-V def2-TZVPD RIJCOSX def2/J DEFGRID3
* xyz 1 1
C -1.49182 -0.63857 -0.15670
C 0.00297 -0.57379 0.43708
C -0.43546 0.92187 0.44891
N -1.66547 0.60491 -0.14590
N 0.60207 0.35329 -0.45909
H -2.30340 -1.42622 -0.54923
H 0.48558 -1.23793 1.21041
H -0.29632 1.63192 1.29177
H 1.68664 0.44310 -0.38204
H 0.48435 0.31793 -1.51643
*
```

Calculated values
E: -226.40281 hartree
F_max: 5.430 eV Å⁻¹
HOMO energy: -15.39 eV
ΔE to the lowest compared entry with this formula, charge and spin: 5.158 eV
Kohn-Sham gap: 10.98 eV

natural (NBO) population analysis, charges in e, atoms 1 to 2: C 0.1473; C -0.1349

=====

Record 6
Molecular formula: C6H11NO
Method: DFT, ωB97M-V/def2-TZVPD

Geometry as ORCA input:
```
! wB97M-V def2-TZVPD RIJCOSX def2/J DEFGRID3
* xyz 0 1
C 0.53554 -1.38608 0.66718
C -0.26710 -0.46162 -0.45316
C -1.67121 -0.97837 -0.00358
C -0.71207 0.83577 0.36327
C 0.62083 1.27461 0.61118
C 1.21448 1.31284 -1.03541
H 0.82950 -2.41039 0.13993
H 1.52116 -0.92930 1.16502
H -0.33791 -1.63409 1.34322
H -1.73874 -1.98162 0.57046
H -2.63172 -0.67467 -0.55249
H -1.47575 1.57464 -0.13702
H 1.10857 0.61044 1.38467
H 0.43800 2.14869 1.14884
H 1.03970 2.40934 -1.45415
H 2.21326 0.78972 -0.80891
H 0.71059 -0.55661 -2.37578
N 0.26142 0.18880 -1.62548
O -1.65856 -0.13211 1.05223
*
```

Calculated values
E: -364.95408 hartree
F_max: 5.662 eV Å⁻¹
HOMO energy: -8.92 eV
ΔE to the lowest compared entry with this formula, charge and spin: 7.548 eV
Kohn-Sham gap: 9.92 eV

natural (NBO) population analysis, charges in e, atoms 1 to 2: C -0.6637; C 0.0887

=====

Record 7
Molecular formula: C4H7FN2O
Method: DFT, ωB97M-V/def2-TZVPD

Geometry as ORCA input:
```
! wB97M-V def2-TZVPD RIJCOSX def2/J DEFGRID3
* xyz 0 1
C 0.18293 1.01298 -0.37654
C -1.25993 0.54366 0.04575
C -1.13147 -0.77289 0.72338
C 0.92693 -0.40122 -0.44430
H 1.87365 1.44134 0.78191
H -0.06965 1.30364 -1.58686
H -1.64304 1.38603 0.51121
H -1.05376 -0.98535 1.88440
H -1.95076 -1.32741 0.17164
H 0.42451 -2.17195 0.58200
H 2.56410 -0.05157 -1.40240
N 0.10742 -1.39709 0.28465
N 2.13665 -0.72795 -0.69080
O 0.87270 1.89895 0.59972
F -1.98029 0.24884 -1.08376
*
```

Calculated values
E: -441.11873 hartree
F_max: 12.393 eV Å⁻¹
HOMO energy: -8.99 eV
ΔE to the lowest compared entry with this formula, charge and spin: 3.605 eV
Kohn-Sham gap: 9.76 eV

natural (NBO) population analysis, charges in e, atoms 1 to 2: C 0.0116; C 0.1522

=====

Record 8
Molecular formula: C5H12NO
Method: DFT, ωB97M-V/def2-TZVPD

Geometry as ORCA input:
```
! wB97M-V def2-TZVPD RIJCOSX def2/J DEFGRID3
* xyz -1 1
C 0.11716 1.13938 -1.11128
N 1.31474 0.63594 -1.90046
C 2.12690 1.12107 -1.04467
O -2.94147 -0.28472 0.38542
C -0.03088 0.54820 0.32043
C 0.45882 -0.87804 0.47705
C -0.62791 -1.78166 1.06286
H -0.83825 0.86846 -1.55341
H 0.11294 2.23259 -1.08769
H -3.57861 0.38328 0.09189
H 2.36111 2.17096 -0.85014
H 2.94928 0.47183 -0.68470
H -1.10338 0.57740 0.55989
H 0.42271 1.24644 1.03582
H 0.64667 -1.33644 -0.48311
H 1.34718 -1.01697 1.09883
H -1.45759 -1.94136 0.39505
H -1.07709 -1.39332 1.97584
H -0.20233 -2.76304 1.31239
*
```

Calculated values
E: -327.56614 hartree
F_max: 4.605 eV Å⁻¹
HOMO energy: -2.66 eV
ΔE to the lowest compared entry with this formula, charge and spin: 3.535 eV
Kohn-Sham gap: 6.17 eV

natural (NBO) population analysis, charges in e, atoms 1 to 2: C -0.2763; N -0.4502

=====

Record 9
Molecular formula: C12H28FO2S
Method: DFT, ωB97M-V/def2-TZVPD

Geometry as ORCA input:
```
! wB97M-V def2-TZVPD RIJCOSX def2/J DEFGRID3
* xyz -1 1
F 2.57506 3.19081 0.67041
C 1.24304 2.69822 0.17709
C 1.32213 1.18117 0.36927
C -0.03594 0.47668 0.66123
C -1.22477 1.42443 0.70549
S -2.73694 0.39289 0.91259
H 1.35211 2.91277 -0.90312
H 1.98541 1.01680 1.22354
H 1.78845 0.63425 -0.47777
H 0.01222 -0.05594 1.61849
H -0.23145 -0.28020 -0.10765
H -1.14002 2.13342 1.51896
H -1.29627 1.98900 -0.21968
H -3.63150 1.34300 0.60780
C -2.90936 0.41077 -3.65224
C -2.36985 1.54869 -2.80164
O -0.99400 1.44094 -2.50550
C -0.08792 1.54051 -3.58200
C -0.11415 2.88884 -4.28355
H -2.69651 -0.54612 -3.17390
H -3.99154 0.51177 -3.75695
H -2.47792 0.40376 -4.65511
H -2.84364 1.53486 -1.82048
H -2.60259 2.51691 -3.26367
H -0.24584 0.73100 -4.30814
H 0.88892 1.38441 -3.12359
H -1.06455 3.07348 -4.78800
H 0.67369 2.92469 -5.03857
H 0.05885 3.68773 -3.56176
C 0.21282 -3.09622 1.74935
C 1.56316 -2.42924 1.95141
O 1.65059 -1.64667 3.13064
C 1.41734 -2.32228 4.34603
C 2.39483 -3.45345 4.62787
H -0.58044 -2.34792 1.74266
H 0.20457 -3.61156 0.78712
H -0.00747 -3.83556 2.52221
H 1.74632 -1.72392 1.14033
H 2.36808 -3.17540 1.92838
H 0.38735 -2.69714 4.39667
H 1.51460 -1.55061 5.11085
H 2.29707 -4.26782 3.90855
H 2.20411 -3.86476 5.62122
H 3.42192 -3.08698 4.59513
*
```

Calculated values
E: -1122.44040 hartree
F_max: 0.147 eV Å⁻¹
HOMO energy: -1.37 eV
Kohn-Sham gap: 4.27 eV

natural (NBO) population analysis, charges in e, atoms 1 to 2: F -0.5075; C -0.3048

=====

Record 10
Molecular formula: C42H28ClF5O5P2S2Tl
Method: DFT, ωB97M-V/def2-TZVPD

Geometry as ORCA input:
```
! wB97M-V def2-TZVPD RIJCOSX def2/J DEFGRID3
* xyz 1 1
Tl -0.19951 -0.89687 -0.49617
O -2.31166 1.68102 3.00520
S -2.38913 0.78201 1.83032
C -3.06474 -0.74846 2.52814
C -4.37465 -0.97969 2.91407
C -4.66227 -2.07114 3.71822
C -3.64844 -2.90858 4.16443
C -2.34208 -2.70485 3.75018
C -2.04725 -1.62558 2.92054
P -0.36779 -1.46728 2.21741
C 0.78087 -0.66164 3.31635
C 2.13936 -0.77678 3.01418
C 3.06978 -0.14200 3.81610
C 2.64369 0.60768 4.90557
C 1.29247 0.72479 5.19847
C 0.34832 0.10565 4.39610
C 0.12229 -3.21638 2.10593
C 1.10069 -3.79497 2.90942
C 1.35244 -5.15790 2.81023
C 0.61982 -5.94385 1.93443
C -0.36287 -5.36991 1.13673
C -0.60081 -4.00979 1.21384
C -3.74490 1.37029 0.81996
C -4.92295 1.82857 1.39180
C -5.92509 2.31662 0.57243
C -5.74841 2.34499 -0.80623
C -4.54693 1.94267 -1.36901
C -3.51564 1.48139 -0.55100
P -1.83539 1.26881 -1.26673
C -2.17280 0.80605 -2.99573
C -2.28925 -0.54981 -3.29706
C -2.56115 -0.96696 -4.59095
C -2.72288 -0.02605 -5.59703
C -2.62869 1.32785 -5.30247
C -2.35203 1.74837 -4.00995
C -1.17445 2.94053 -1.31821
C -0.23014 3.26282 -2.29436
C 0.25374 4.55615 -2.37766
C -0.17616 5.51767 -1.47328
C -1.07687 5.18351 -0.47220
C -1.56670 3.89198 -0.37841
H -5.17284 -0.32984 2.58593
H -5.68619 -2.26160 4.01359
H -3.87759 -3.73875 4.81925
H -1.55369 -3.36773 4.08235
H 2.46332 -1.34676 2.15154
H 4.12196 -0.21793 3.57595
H 3.37255 1.11437 5.52567
H 0.96898 1.30676 6.05139
H -0.70868 0.21350 4.60548
H 1.65307 -3.19455 3.61862
H 2.12234 -5.60295 3.42731
H 0.81249 -7.00749 1.87181
H -0.94046 -5.98114 0.45525
H -1.36794 -3.55923 0.59037
H -5.02411 1.84650 2.47013
H -6.84415 2.68654 1.00879
H -6.53380 2.72613 -1.44558
H -4.39781 2.01369 -2.43754
H -2.18642 -1.29484 -2.51836
H -2.63224 -2.02557 -4.80478
H -2.92852 -0.34500 -6.61110
H -2.76382 2.06285 -6.08609
H -2.28593 2.80649 -3.79446
H 0.13788 2.50466 -2.97209
H 0.97691 4.80882 -3.14185
H 0.20127 6.53007 -1.54222
H -1.39795 5.92631 0.24623
H -2.24586 3.62946 0.42360
F 5.05044 -1.90151 -4.84821
C 3.92735 -2.17167 -4.20460
C 3.73388 -1.69576 -2.92068
F 4.67558 -0.97833 -2.32288
C 2.56012 -1.99056 -2.26014
F 2.41433 -1.54607 -1.00014
C 1.53496 -2.72257 -2.84930
S 0.01629 -3.05462 -2.04454
C 1.77146 -3.21145 -4.12840
F 0.84603 -3.96243 -4.72312
C 2.94983 -2.95024 -4.79860
F 3.14523 -3.42803 -6.02051
O 2.77290 1.01690 0.82708
Cl 1.68683 1.69404 0.19602
O 1.40059 1.00857 -1.09225
O 1.96732 3.06187 -0.05411
O 0.48839 1.54522 1.01717
*
```

Calculated values
E: -4604.03084 hartree
F_max: 1.174 eV Å⁻¹
HOMO energy: -10.95 eV
ΔE to the lowest compared entry with this formula, charge and spin: 0.000 eV
Kohn-Sham gap: 5.89 eV

Mulliken population analysis, charges in e, atoms 1 to 2: Tl 1.3408; O -0.8167

=====

Record 11
Molecular formula: C6H9NO
Method: DFT, ωB97M-V/def2-TZVPD

Geometry as ORCA input:
```
! wB97M-V def2-TZVPD RIJCOSX def2/J DEFGRID3
* xyz 0 1
C -1.16117 1.28068 -0.31150
C 0.85715 0.22432 -0.33430
C 2.07351 -0.77165 -0.04889
C 0.63481 -1.00208 0.45491
C -0.70956 -1.22081 -0.21003
C -1.55627 0.00292 0.28460
H -1.58543 2.21884 0.02440
H -0.93076 1.34137 -1.37235
H 0.28190 1.49373 1.30501
H 0.59999 0.12252 -1.37921
H 2.83427 -0.67819 0.78266
H 2.21787 -1.37206 -1.00686
H 0.50289 -0.58790 1.52118
H -0.50753 -1.23024 -1.35020
H -1.70716 0.10021 1.41852
N 0.33045 1.43040 0.21056
O -2.17495 -1.35205 0.01151
*
```

Calculated values
E: -363.74628 hartree
F_max: 4.201 eV Å⁻¹
HOMO energy: -8.32 eV
ΔE to the lowest compared entry with this formula, charge and spin: 7.564 eV
Kohn-Sham gap: 9.29 eV

natural (NBO) population analysis, charges in e, atoms 1 to 2: C -0.2667; C -0.0355